Record 1
A single C12H12N2O4S2 molecule, computed with wB97M-V/def2-TZVPD.

```
32
Properties=species:S:1:pos:R:3:lowdin_charge:R:1
C -0.189 -6.031 -3.772 -0.077
H -1.223 -5.883 -4.096 0.098
O -0.015 -5.671 -2.419 -0.070
C -0.253 -4.396 -2.042 -0.264
C -0.665 -3.375 -2.900 0.001
C -0.876 -2.102 -2.400 -0.044
C -0.682 -1.853 -1.058 -0.299
C -0.272 -2.852 -0.191 -0.046
C -0.060 -4.122 -0.681 0.018
H 0.256 -4.927 -0.038 0.124
H -0.140 -2.617 0.853 0.120
S -0.892 -0.203 -0.442 0.679
O -1.117 -0.197 0.975 -0.279
O -1.805 0.547 -1.254 -0.295
N 0.654 0.498 -0.787 -0.093
N 0.611 1.802 -0.267 0.010
C 1.053 1.966 1.028 -0.520
O 1.768 1.125 1.543 0.047
C 0.707 3.231 1.661 -0.440
C -0.099 4.260 1.243 -0.108
C -0.187 5.295 2.190 -0.180
C 0.545 5.038 3.310 -0.400
S 1.356 3.533 3.236 1.097
H 0.650 5.655 4.181 0.063
H -0.769 6.188 2.047 0.102
H -0.610 4.282 0.298 0.111
H -0.197 2.303 -0.609 0.122
H 1.375 0.018 -0.241 0.105
H -1.201 -1.295 -3.036 0.119
H -0.823 -3.562 -3.949 0.107
H 0.058 -7.090 -3.826 0.095
H 0.484 -5.468 -4.425 0.098
```

The total energy is -45477.8754 eV. As for the LUMO energy: 0.3 eV. Its HOMO energy is -9.1277 eV. Its net charge is 0.

---

Record 2
A single C9H8N2 molecule in a non-equilibrium geometry, computed with wB97M-V/def2-TZVPD.

```
19
Properties=species:S:1:pos:R:3:lowdin_charge:R:1
C 0.317 -3.137 -0.141 -0.063
C -0.032 -1.587 0.043 -0.248
C -0.544 -1.349 1.292 -0.045
C -0.690 0.014 1.526 0.035
C -0.360 1.116 0.599 -0.245
C -0.068 3.355 -0.013 -0.069
C 0.162 3.005 -1.363 -0.091
C 0.077 0.716 -0.712 -0.221
C 0.363 -0.661 -0.902 0.015
H 0.688 -3.741 0.744 0.077
H 1.269 -3.234 -0.777 0.081
H -0.351 -3.916 -0.574 0.068
H -1.047 -1.911 1.969 0.088
H -0.953 0.218 2.506 0.080
H -0.231 4.387 0.398 0.108
H 0.281 3.607 -2.259 0.099
H 1.050 -0.931 -1.706 0.122
N -0.397 2.362 0.934 0.107
N 0.468 1.687 -1.564 0.102
```

The total energy is -12440.6864 eV. As for the LUMO energy: -0.5 eV. Its HOMO energy is -8.7196 eV. Its net charge is 0.

---

Record 3
12 unconnected molecules or ions with the total composition C49H79N3O14 in a non-equilibrium geometry, computed with wB97M-V/def2-TZVPD.

```
145
Properties=species:S:1:pos:R:3:lowdin_charge:R:1
C -7.394 7.660 -0.053 0.035
N -7.538 7.059 1.292 -0.435
O -6.963 7.562 2.236 0.066
O -8.174 5.987 1.378 0.035
H -8.049 7.090 -0.711 0.093
H -6.352 7.553 -0.355 0.106
H -7.804 8.670 -0.041 0.101
C -2.473 -5.628 -9.125 0.033
N -2.421 -4.460 -8.216 -0.443
O -1.457 -3.743 -8.203 0.077
O -3.393 -4.261 -7.463 0.035
H -1.555 -5.717 -9.706 0.093
H -3.282 -5.646 -9.854 0.102
H -2.425 -6.468 -8.431 0.103
C 3.206 3.027 -7.689 0.013
N 4.220 3.716 -6.927 -0.446
O 4.734 4.677 -7.464 0.078
O 4.536 3.147 -5.855 0.040
H 2.535 2.491 -7.018 0.101
H 3.840 2.332 -8.238 0.111
H 2.601 3.645 -8.352 0.103
C -11.677 -1.193 5.351 -0.106
O -11.353 -1.244 3.945 -0.175
C -9.948 -1.027 3.708 -0.185
C -8.987 -2.161 4.155 -0.258
O -9.179 -3.448 3.737 -0.167
C -8.564 -3.669 2.455 -0.083
H -12.687 -0.804 5.477 0.086
H -11.030 -0.580 5.979 0.078
H -11.482 -2.151 5.833 0.081
H -9.558 -0.138 4.202 0.118
H -9.890 -0.868 2.631 0.116
H -9.039 -2.226 5.242 0.120
H -7.973 -1.874 3.876 0.116
H -9.166 -3.122 1.729 0.087
H -8.632 -4.679 2.052 0.083
H -7.495 -3.461 2.491 0.088
C 0.437 0.367 7.982 -0.118
O -0.021 1.609 8.539 -0.194
C 1.022 2.667 8.439 -0.167
C 0.511 4.075 8.793 -0.160
O -0.458 4.372 7.762 -0.195
C -1.760 4.697 8.109 -0.135
H 1.424 0.121 8.373 0.076
H 0.538 0.457 6.901 0.082
H -0.127 -0.539 8.203 0.082
H 1.460 2.643 7.441 0.117
H 1.815 2.427 9.147 0.114
H 1.270 4.849 8.674 0.123
H 0.157 4.038 9.823 0.124
H -2.386 3.829 8.319 0.083
H -2.332 5.193 7.326 0.083
H -1.736 5.351 8.981 0.083
C 6.355 -1.732 5.839 -0.132
O 6.109 -1.881 7.203 -0.173
C 7.255 -2.440 7.878 -0.193
C 6.979 -2.764 9.319 -0.243
O 6.144 -3.895 9.398 -0.185
C 6.142 -4.357 10.742 -0.092
H 5.422 -1.802 5.280 0.085
H 6.916 -2.595 5.481 0.084
H 6.772 -0.743 5.645 0.089
H 8.151 -1.820 7.898 0.126
H 7.456 -3.381 7.366 0.123
H 6.595 -1.915 9.885 0.130
H 7.946 -2.983 9.772 0.118
H 5.795 -3.500 11.320 0.088
H 7.184 -4.627 10.917 0.085
H 5.490 -5.228 10.805 0.091
C 6.242 -3.480 -2.920 -0.142
O 6.549 -4.822 -2.760 -0.185
C 7.778 -5.239 -2.129 -0.157
C 8.126 -6.791 -2.097 -0.112
O 8.287 -7.475 -3.420 -0.196
C 8.114 -8.865 -3.453 -0.145
H 5.938 -3.019 -1.980 0.079
H 5.380 -3.312 -3.566 0.088
H 7.063 -2.841 -3.247 0.083
H 7.903 -4.791 -1.143 0.117
H 8.588 -4.776 -2.693 0.112
H 7.433 -7.353 -1.471 0.108
H 9.120 -6.880 -1.659 0.114
H 7.470 -9.241 -2.657 0.077
H 9.059 -9.375 -3.263 0.076
H 7.777 -9.267 -4.408 0.084
C -9.119 0.943 -4.968 -0.090
C -9.306 2.280 -5.398 -0.080
C -9.063 2.568 -6.740 -0.114
C -8.655 1.597 -7.651 -0.077
C -8.367 0.286 -7.153 -0.088
C -8.724 -0.049 -5.859 -0.120
H -9.328 0.578 -3.973 0.094
H -9.791 3.020 -4.779 0.095
H -9.332 3.513 -7.189 0.095
H -8.419 1.735 -8.696 0.093
H -8.160 -0.627 -7.692 0.094
H -8.669 -1.065 -5.498 0.099
C 8.565 5.310 1.333 -0.091
C 9.983 5.426 1.243 -0.092
C 10.671 6.225 2.134 -0.106
C 9.933 7.028 3.009 -0.105
C 8.541 7.055 3.013 -0.081
C 7.857 6.164 2.151 -0.099
H 8.130 4.561 0.688 0.095
H 10.548 4.749 0.619 0.094
H 11.748 6.168 2.179 0.099
H 10.562 7.573 3.696 0.094
H 7.991 7.744 3.637 0.095
H 6.781 6.219 2.088 0.096
C 1.357 -6.293 1.368 -0.098
C 1.930 -7.317 0.599 -0.103
C 1.747 -7.389 -0.809 -0.065
C 0.970 -6.362 -1.457 -0.110
C 0.385 -5.345 -0.752 -0.092
C 0.558 -5.336 0.692 -0.072
H 1.528 -6.206 2.430 0.093
H 2.639 -7.934 1.130 0.089
H 2.220 -8.160 -1.400 0.088
H 0.894 -6.378 -2.534 0.092
H -0.303 -4.647 -1.205 0.094
H 0.146 -4.496 1.232 0.085
C -2.838 4.180 -8.925 -0.079
C -2.550 3.422 -10.057 -0.108
C -2.004 3.955 -11.201 -0.130
C -1.673 5.278 -11.328 -0.073
C -2.009 6.048 -10.188 -0.097
C -2.591 5.545 -9.043 -0.106
H -3.250 3.707 -8.045 0.101
H -2.691 2.351 -10.089 0.098
H -1.813 3.255 -12.001 0.100
H -1.178 5.595 -12.235 0.101
H -1.933 7.124 -10.239 0.094
H -2.714 6.165 -8.168 0.099
C -1.303 2.230 0.703 -0.107
C -2.567 1.925 0.308 -0.126
C -2.802 1.519 -0.953 -0.120
C -1.774 1.329 -1.834 -0.101
C -0.469 1.686 -1.501 -0.075
C -0.225 2.063 -0.155 -0.078
H -1.154 2.462 1.747 0.102
H -3.371 1.897 1.029 0.108
H -3.830 1.337 -1.231 0.106
H -1.908 1.002 -2.855 0.100
H 0.340 1.557 -2.204 0.095
H 0.776 2.220 0.217 0.095
```

The total energy is -85210.7928 eV. As for the LUMO energy: 0.1 eV. Its HOMO energy is -9.0076 eV. Its net charge is 0.

---

Record 4
2 unconnected molecules or ions with the total composition C3H7N3O in a non-equilibrium geometry, computed with wB97M-V/def2-TZVPD.

```
14
Properties=species:S:1:pos:R:3:lowdin_charge:R:1
C 0.373 0.671 1.202 -0.226
C -0.447 -0.507 1.704 -0.107
C 1.379 0.248 0.180 -0.266
N 2.355 0.082 -0.410 0.140
H 0.941 1.131 2.018 0.114
H -0.255 1.442 0.746 0.106
H -0.864 -1.071 0.867 0.043
H 0.173 -1.186 2.285 0.081
H -1.274 -0.159 2.314 0.073
N -0.418 0.250 -2.481 0.070
N -0.048 -0.879 -1.919 -0.173
O -0.903 -1.481 -1.278 -0.086
H 0.284 0.744 -3.014 0.107
H -1.297 0.715 -2.215 0.123
```

The total energy is -9739.5935 eV. As for the LUMO energy: 0.7 eV. Its HOMO energy is -9.5425 eV. Its net charge is 0.

---

Record 5
A single C12H10O2 molecule in a non-equilibrium geometry, computed with wB97M-V/def2-TZVPD.

```
24
Properties=species:S:1:pos:R:3:lowdin_charge:R:1
C 1.767 -0.338 2.989 -0.069
C 0.612 -1.087 3.456 -0.053
C 1.968 -0.007 1.671 -0.023
C -0.506 -1.268 2.645 -0.019
C 0.873 -0.240 0.869 -0.112
C -0.324 -0.832 1.317 -0.143
C 0.808 0.279 -1.722 -0.040
C 0.079 0.285 -3.018 -0.081
C 0.275 -0.081 -0.529 -0.152
C -0.968 -0.808 -0.059 -0.068
C -1.017 0.931 -3.177 -0.035
C -1.601 1.989 -2.305 -0.533
O -1.132 2.484 -1.307 0.102
O -2.769 2.386 -2.832 0.058
H 2.630 -0.243 3.442 0.040
H 0.528 -1.388 4.565 0.124
H 2.835 0.576 1.455 0.107
H -1.306 -1.739 3.053 0.068
H 1.825 0.762 -1.655 0.133
H 0.430 -0.534 -3.649 0.120
H -1.563 0.872 -4.154 0.132
H -1.198 -1.770 -0.618 0.137
H -1.968 -0.344 0.015 0.116
H -3.189 3.144 -2.242 0.191
```

The total energy is -16697.9655 eV. As for the LUMO energy: 0.4 eV. Its HOMO energy is -8.3061 eV. Its net charge is 0.

---

Record 6
A gas-phase ion, C2H4N3 (charge +1) in a non-equilibrium geometry, computed with wB97M-V/def2-TZVPD.

```
9
Properties=species:S:1:pos:R:3:lowdin_charge:R:1
C -0.118 0.975 0.710 -0.031
C 0.367 -0.830 -0.702 0.103
N -1.598 -0.512 -0.102 0.209
N -1.347 0.450 0.462 0.021
N 0.788 0.149 0.079 0.058
H 0.006 1.996 1.206 0.178
H -0.763 -0.881 -1.187 0.148
H 0.897 -1.747 -0.708 0.115
H 1.768 0.400 0.241 0.200
```

The total energy is -6597.1350 eV. As for the LUMO energy: -6.3 eV. Its HOMO energy is -14.7995 eV. Its net charge is +1.

---

| no. | orbital gap (eV) |
| --- | --- |
| 1 | 9.43 |
| 2 | 8.18 |
| 3 | 9.07 |
| 4 | 10.22 |
| 5 | 8.73 |
| 6 | 8.49 |